Entry 1:
2 unconnected molecules or ions with the total composition C2H6I2N3 in a non-equilibrium geometry, computed with ωB97M-V with the def2-TZVPD basis set.

The geometry in XYZ format:
```
13
Properties=species:S:1:pos:R:3:forces:R:3
C -0.1813 0.0640 1.8748 -1.823 0.990 1.888
I 2.0956 1.9754 -1.6366 0.860 0.761 0.246
H -1.3751 -1.4291 -0.2005 0.680 1.416 -0.566
H -1.6857 -0.9944 -1.8012 -0.052 0.321 -0.164
H 0.1965 0.7043 -2.7521 -0.818 0.070 -3.038
N -1.2132 -0.7114 -0.9485 0.994 -0.138 -0.425
N 0.5494 0.7451 -1.8623 -1.370 -1.319 2.164
H -0.5250 -0.9483 2.1448 0.318 -0.015 -0.399
N 0.8112 0.2432 0.8578 -1.500 0.885 -3.126
H 0.0782 0.5387 2.9402 0.179 -0.774 -2.483
C -0.1177 0.0581 -0.9983 1.429 -0.970 5.309
H -1.0904 0.6568 1.5435 0.978 -0.635 0.437
I 2.4575 -0.9022 0.8386 0.125 -0.591 0.158
```
Forces are in eV/Å.

Total energy in Ha: -839.05570
Spin multiplicity: 1
HOMO-LUMO gap (alpha / beta) in eV: 7.62 / 7.62
Relative energy (zero: lowest compared OMol25 entry of this formula, charge and spin) in kJ/mol: 381.6
Total charge: +1

Results of the natural (NBO) charge analysis, in e, for atoms 1 through 5: C -0.5003; I 0.5278; H 0.4539; H 0.4235; H 0.4169

---

Entry 2:
A molecular structure, C44H36O6P2STi, computed with ωB97M-V with the def2-TZVPD basis set.

The geometry in XYZ format:
```
90
Properties=species:S:1:pos:R:3:forces:R:3
H 3.1007 2.4663 -5.3708 0.003 -0.002 0.000
C 2.4772 2.3840 -4.4904 -0.060 0.048 -0.002
H 2.5155 4.9594 2.4892 -0.003 0.005 0.000
C 1.4034 3.7635 1.1169 0.010 0.101 0.003
C -0.1594 -5.8672 1.5645 0.037 0.016 0.008
C 1.3638 3.2068 -4.3414 0.010 -0.012 0.006
O -1.2941 2.2676 3.8913 -0.131 0.188 0.055
H 1.1177 3.9311 -5.1069 0.002 -0.003 -0.002
C 2.7992 1.4761 -3.5018 -0.011 -0.005 0.022
H 2.4826 -1.6147 3.1268 0.040 0.004 -0.026
H -4.6374 3.0032 0.6258 -0.010 0.000 -0.002
C -0.7008 1.3440 3.3908 0.217 -0.400 -0.315
O -0.5507 1.1655 2.0933 -0.479 0.379 0.598
H -4.5744 -0.4785 -0.3297 0.003 -0.010 -0.009
C -0.0416 -3.3929 0.2799 -0.101 0.060 -0.001
C 0.4092 3.7354 0.1431 -0.028 -0.010 -0.010
C -2.2949 1.9572 -2.2547 -0.066 0.020 -0.053
H 1.3477 -3.4819 4.2496 -0.012 -0.004 0.012
O 4.0166 0.5251 -0.9202 -0.045 -0.023 -0.048
C -2.6193 2.6241 0.0377 -0.018 -0.003 -0.010
H -0.5119 0.3073 5.2465 -0.024 0.006 0.010
H -0.9173 -2.0694 5.5167 0.007 -0.009 -0.001
C 1.3311 -2.1182 -1.8053 -0.073 0.002 0.087
H 3.6889 0.8703 -3.5932 0.009 -0.011 0.025
C -0.6004 -1.1247 3.5835 0.108 -0.090 -0.019
C 3.4518 -2.8491 -3.4713 0.016 0.027 0.017
C 0.1349 6.1173 0.3674 0.005 -0.007 0.016
C -3.9840 2.7132 -0.1870 0.008 0.017 -0.018
H 1.4811 -2.3441 5.5955 -0.006 0.003 -0.002
C 1.4233 -0.0085 4.2284 0.004 -0.087 -0.129
H -2.2061 -5.9177 0.9277 0.005 -0.006 0.006
C -0.4753 -2.2993 4.5479 0.048 0.013 0.039
O 0.4736 -1.3837 2.6401 0.067 -0.088 0.086
C -4.5078 2.4439 -1.4465 0.032 0.040 0.028
H -5.0778 -1.0889 -2.6785 -0.003 0.004 0.001
H -3.2685 -1.8917 -4.1561 0.000 0.001 -0.002
H -0.9701 -3.1817 4.1431 0.003 -0.004 -0.017
C 1.0794 -3.9091 0.9290 0.082 0.029 -0.006
C 0.8859 2.1937 -2.1997 0.055 -0.057 -0.018
C 0.5865 3.1199 -3.2025 -0.006 -0.021 0.025
C 1.7582 4.9652 1.7167 -0.010 -0.040 -0.017
H -0.2044 -6.8264 2.0638 -0.003 -0.002 -0.002
H -1.5420 -1.0592 3.0452 -0.008 0.003 -0.020
C 1.2886 -3.3101 -2.5274 0.027 -0.104 -0.048
H 0.4538 -3.9885 -2.3930 0.008 0.014 0.011
H 4.3981 -1.0428 -2.7672 0.001 -0.003 -0.002
C 1.0263 -5.1390 1.5594 -0.014 -0.007 0.003
H 2.0024 -3.3371 0.9411 -0.011 -0.003 0.004
H 1.9064 -5.5296 2.0544 0.002 0.001 -0.004
S 2.5710 0.2590 -1.0534 -0.010 -0.060 0.125
O 2.3630 0.6301 2.1241 0.160 0.343 -0.026
H -0.9835 -2.1644 -3.2855 -0.013 0.011 0.018
H 1.8141 0.0592 5.2418 0.011 -0.005 0.007
C 1.0614 -2.4910 4.6009 -0.048 -0.006 -0.004
C -0.1378 0.1912 4.2321 -0.043 0.034 -0.064
H 4.2890 -3.1483 -4.0884 -0.008 -0.007 -0.005
C 2.3288 -3.6617 -3.3730 -0.057 -0.004 0.027
C -0.2271 4.9202 -0.2274 -0.015 0.004 0.006
C -3.7949 -0.8641 -0.9735 0.074 -0.050 0.035
H 1.3982 7.0753 1.8136 -0.004 0.001 0.001
H -1.6543 1.6356 -3.0654 0.049 0.010 0.002
H -5.5732 2.5289 -1.6195 -0.003 -0.004 -0.007
C 1.1277 6.1396 1.3412 -0.012 0.002 -0.023
C -1.7657 -1.8009 -2.6302 -0.026 -0.010 -0.111
Ti 0.7643 0.2294 0.9727 0.302 -0.286 -0.241
H -0.3667 7.0335 0.0828 -0.001 -0.003 -0.006
H -1.0246 4.9089 -0.9615 0.006 -0.016 -0.005
H -4.0625 1.8323 -3.4563 -0.006 0.003 0.008
C -1.2228 -4.1249 0.2860 -0.004 -0.033 0.025
C 2.1784 1.0097 3.3607 -0.138 -0.173 -0.065
C -1.2793 -5.3584 0.9299 -0.024 0.049 -0.031
C -1.4849 -1.4900 -1.3062 0.025 -0.036 0.144
C 1.9926 1.3694 -2.3723 0.067 0.029 -0.036
C 1.5415 -1.4185 3.6273 -0.118 0.174 0.083
H -2.1100 -3.7457 -0.2049 0.015 0.040 -0.022
H 2.2814 -4.5918 -3.9242 0.002 -0.001 0.002
C -2.5037 -0.9958 -0.4877 -0.111 0.000 -0.029
P 0.0044 2.1227 -0.6050 0.163 0.280 0.073
C -3.6627 2.0612 -2.4764 0.044 0.029 0.022
H -2.2127 2.8319 1.0212 -0.006 -0.009 0.005
H -0.2576 3.7856 -3.0756 -0.010 0.002 0.003
C -3.0572 -1.6485 -3.1226 0.031 -0.016 0.012
C 2.4348 -1.2939 -1.9651 0.139 0.058 -0.054
P 0.1232 -1.7325 -0.4830 -0.179 -0.202 -0.181
C -4.0724 -1.1986 -2.2925 0.003 -0.027 0.011
O 2.5376 2.0681 3.8319 0.070 0.050 0.017
H 1.9111 2.8626 1.4375 -0.009 -0.074 -0.015
C -1.7637 2.2596 -1.0055 0.011 -0.037 0.034
H -2.2840 -0.7061 0.5361 0.011 -0.004 -0.001
C 3.5129 -1.6653 -2.7566 -0.019 -0.028 -0.014
```
Forces are in eV/Å.

Total energy in Ha: -4080.21256
Spin multiplicity: 3
HOMO-LUMO gap (alpha / beta) in eV: 6.45 / 8.55
Relative energy (zero: lowest compared OMol25 entry of this formula, charge and spin) in kJ/mol: 0.0
Total charge: 0
<S²>: 2.005

Results of the Löwdin charge analysis, in e, for atoms 1 through 5: H 0.1098; C -0.0556; H 0.1128; C -0.0629; C -0.0836

---

Entry 3:
A single C3H5NO molecule in a non-equilibrium geometry, computed with ωB97M-V with the def2-TZVPD basis set.

The geometry in XYZ format:
```
10
Properties=species:S:1:pos:R:3:forces:R:3
N -1.3395 -0.8405 -0.2300 2.326 -2.690 -1.246
H 1.4671 -0.6758 1.3193 0.176 -0.346 0.257
C 1.5064 -0.2685 0.3139 2.406 1.231 1.896
C -1.9990 0.1527 -0.0477 -1.681 3.830 2.075
O 0.5600 0.7703 0.2897 -1.145 0.645 0.723
C -0.5996 0.4880 -0.4129 -0.468 -0.079 -1.777
H 1.2710 -1.0601 -0.3294 -0.089 -0.933 -1.379
H 2.6146 0.1404 0.2202 -2.417 -0.653 -0.322
H -0.4435 0.8858 -1.4320 -0.379 -0.776 0.197
H -3.0375 0.4076 0.3088 1.271 -0.229 -0.423
```
Forces are in eV/Å.

Total energy in Ha: -247.18102
SMILES: CO[C@@H]1C=N1
Spin multiplicity: 1
HOMO-LUMO gap in eV: 10.75
Relative energy (zero: lowest compared OMol25 entry of this formula, charge and spin) in kJ/mol: 331.4
Total charge: 0

Results of the natural (NBO) charge analysis, in e, for atoms 1 through 5: N -0.3275; H 0.1762; C -0.2523; C 0.0597; O -0.5379